(1)
{
  "formula": "C27H43AuN5OPS",
  "method": "the ωB97M-V functional and the def2-TZVPD basis",
  "symbols": ["Au", "S", "C", "C", "C", "C", "C", "C", "C", "C", "C", "N", "H", "H", "H", "H", "H", "H", "N", "P", "N", "C", "C", "C", "C", "C", "N", "C", "C", "C", "C", "C", "N", "C", "C", "C", "C", "C", "H", "H", "H", "H", "H", "H", "H", "H", "H", "H", "H", "H", "H", "H", "H", "H", "H", "H", "H", "H", "H", "H", "H", "H", "H", "H", "H", "H", "H", "H", "C", "C", "C", "O", "H", "H", "H", "H", "H", "H", "H"],
  "xyz": [[0.558181, -1.335592, 1.430052], [2.232080, 1.789210, 4.369695], [3.452124, 0.748773, 3.797337], [2.964143, -0.211126, 2.942005], [1.582687, -0.140902, 2.696355], [0.988665, 0.906092, 3.476247], [-1.372880, 0.718147, 3.275787], [-2.560395, 1.463808, 3.319177], [-3.754401, 0.826527, 3.066945], [-3.746636, -0.537605, 2.785866], [-2.526002, -1.187904, 2.747010], [-1.371704, -0.575603, 2.982075], [4.473599, 0.870557, 4.111525], [3.605402, -0.947568, 2.480672], [-2.511741, 2.510578, 3.575123], [-4.683314, 1.379345, 3.100170], [-4.658074, -1.083623, 2.594419], [-2.453408, -2.236477, 2.482826], [-0.217878, 1.379663, 3.643607], [0.472295, 0.565859, -0.442174], [1.798172, 0.225197, -1.383686], [1.950310, 0.879518, -2.682872], [2.765927, 0.000988, -3.620959], [4.104298, -0.374750, -2.993734], [3.883178, -1.000033, -1.622369], [3.073994, -0.060844, -0.744203], [0.218747, 2.189519, -0.248227], [1.028474, 2.898389, 0.741142], [0.192017, 3.931192, 1.478495], [-0.485326, 4.878274, 0.492129], [-1.264873, 4.098477, -0.559309], [-0.364842, 3.081492, -1.246235], [-0.783716, 0.161682, -1.458782], [-0.678902, -1.118171, -2.170849], [-1.973937, -1.391962, -2.920529], [-3.147739, -1.591355, -1.954498], [-2.921825, -0.790795, -0.670359], [-2.138608, 0.474944, -0.966286], [2.460821, 1.846782, -2.547839], [0.960042, 1.085457, -3.095416], [2.908825, 0.518946, -4.571079], [2.197809, -0.910409, -3.832300], [4.714565, 0.528359, -2.879935], [4.659265, -1.048217, -3.648568], [4.831806, -1.235670, -1.138227], [3.325325, -1.935363, -1.729653], [3.635082, 0.877094, -0.605486], [2.891334, -0.483285, 0.246303], [1.868272, 3.392527, 0.230976], [1.455222, 2.177931, 1.432487], [0.825246, 4.480580, 2.176866], [-0.553909, 3.401363, 2.071416], [0.280258, 5.481391, -0.010082], [-1.138011, 5.577362, 1.016941], [-1.699696, 4.770891, -1.301007], [-2.089479, 3.561172, -0.081624], [0.445663, 3.604244, -1.776837], [-0.907937, 2.488566, -1.980800], [-0.473634, -1.922422, -1.453710], [0.156782, -1.063441, -2.871659], [-1.835247, -2.273681, -3.550119], [-2.170599, -0.556298, -3.598248], [-3.250233, -2.648126, -1.703336], [-4.078309, -1.289516, -2.440797], [-2.352687, -1.399164, 0.033256], [-3.868245, -0.534141, -0.190122], [-2.059116, 1.101477, -0.074099], [-2.657668, 1.076220, -1.723345], [-0.249340, -4.627481, -0.937765], [-0.051253, -4.044934, 0.456304], [-0.724641, -4.913826, 1.513324], [-0.590163, -2.741360, 0.524145], [0.165905, -5.632719, -1.019829], [0.229843, -4.007465, -1.693221], [-1.315594, -4.681195, -1.164558], [1.030449, -4.039648, 0.670259], [-1.793499, -4.985128, 1.307989], [-0.599586, -4.467664, 2.499023], [-0.311772, -5.923095, 1.536751]],
  "forces_ev_per_angstrom": [[0.0, 0.8, 0.0], [0.1, 0.1, 0.1], [-0.1, -0.1, 0.0], [0.0, 0.1, 0.0], [-0.1, 0.0, 0.1], [0.1, -0.2, -0.1], [0.2, 0.5, 0.2], [-0.1, -0.1, 0.0], [0.0, -0.1, 0.0], [0.0, 0.0, 0.0], [-0.2, 0.0, -0.1], [0.0, -0.4, 0.1], [0.1, 0.0, 0.0], [0.1, 0.0, 0.0], [0.0, 0.1, 0.0], [-0.1, 0.0, 0.0], [-0.1, 0.0, 0.0], [0.0, -0.1, 0.0], [-0.1, 0.0, 0.0], [0.0, -1.0, 0.3], [0.1, 0.1, -0.1], [0.0, 0.1, 0.0], [0.0, -0.1, -0.1], [0.0, 0.1, 0.0], [0.0, -0.1, 0.0], [0.2, 0.0, 0.1], [0.0, 0.3, 0.2], [0.0, 0.1, -0.1], [0.0, 0.0, 0.0], [0.1, 0.1, 0.0], [-0.1, -0.1, 0.0], [0.0, 0.0, -0.1], [-0.2, 0.2, 0.0], [0.1, -0.2, -0.2], [0.1, -0.1, -0.1], [0.0, 0.0, 0.0], [-0.1, 0.0, 0.0], [-0.1, 0.1, 0.0], [0.0, 0.0, 0.0], [0.1, 0.0, 0.0], [0.0, 0.0, 0.0], [0.0, 0.0, 0.0], [0.0, 0.0, 0.0], [0.0, 0.0, 0.0], [0.1, 0.0, 0.0], [0.0, 0.0, 0.0], [0.0, 0.0, 0.0], [0.0, 0.0, -0.2], [0.0, 0.0, 0.0], [0.1, -0.1, 0.1], [0.0, 0.0, 0.0], [-0.1, 0.0, 0.0], [0.0, 0.0, 0.0], [0.0, 0.0, 0.0], [0.0, 0.0, 0.0], [0.0, 0.0, 0.0], [0.0, 0.0, 0.0], [0.0, 0.1, 0.0], [-0.1, 0.0, -0.1], [-0.1, 0.0, 0.0], [0.0, 0.0, 0.0], [0.0, 0.0, 0.0], [0.0, 0.0, 0.0], [0.0, 0.0, 0.0], [0.0, 0.0, 0.0], [0.0, 0.0, 0.0], [0.0, -0.1, 0.0], [-0.1, 0.0, 0.0], [0.0, 0.0, 0.0], [-0.1, 0.0, 0.1], [0.1, 0.0, 0.0], [0.1, -0.3, -0.2], [0.0, -0.1, 0.1], [0.1, 0.1, 0.0], [-0.1, 0.0, 0.0], [0.0, 0.0, 0.0], [-0.1, 0.0, 0.0], [0.0, 0.0, 0.1], [0.0, -0.1, 0.0]],
  "e_homo_ev": [-6.861, -7.956],
  "s2": 2.04,
  "relative_energy_ev": 0.000,
  "multiplicity": 3
}

***

(2)
{
  "formula": "C3H10NS",
  "method": "the ωB97M-V functional and the def2-TZVPD basis",
  "symbols": ["C", "N", "H", "H", "H", "H", "H", "C", "C", "S", "H", "H", "H", "H", "H"],
  "xyz": [[-2.105122, 1.367991, 1.065059], [-2.675757, 0.035039, 1.203404], [-2.135149, 1.737352, 0.021523], [-2.702343, 2.097556, 1.619844], [-1.064295, 1.351834, 1.379323], [-3.650832, 0.104370, 0.995039], [-2.225914, -0.607647, 0.571360], [2.840563, -0.983924, -0.835582], [1.409400, -0.521128, -1.033291], [0.272937, -1.154192, 0.271866], [3.473463, -0.825169, -1.719135], [3.207655, -0.493926, 0.068506], [2.926126, -2.052986, -0.611548], [1.434930, 0.571228, -0.951619], [0.994338, -0.626399, -2.044748]],
  "forces_ev_per_angstrom": [[-0.1, 0.1, -0.8], [-0.1, 0.5, 0.7], [0.2, -0.1, 0.1], [0.2, -0.1, 0.4], [0.0, 0.1, 0.1], [-0.6, -0.3, -0.3], [0.4, -0.2, -0.2], [0.1, -0.7, -0.1], [-0.6, 0.7, 0.3], [0.3, 0.0, -0.5], [0.1, 0.4, 0.2], [0.3, 0.1, -0.2], [-0.4, 0.0, -0.1], [0.0, 0.1, 0.2], [0.3, -0.7, 0.1]],
  "e_homo_ev": -2.312,
  "charge": -1,
  "relative_energy_ev": 0.893
}

***

(3)
{
  "formula": "C6H5N",
  "method": "the ωB97M-V functional and the def2-TZVPD basis",
  "symbols": ["C", "C", "C", "C", "C", "C", "N", "H", "H", "H", "H", "H"],
  "xyz": [[-1.041273, -1.799052, -3.034827], [-1.132435, -1.616830, -1.701468], [-0.746360, -1.114735, -0.700498], [-0.319760, -0.487957, 0.457802], [0.334234, 0.659440, 0.395215], [0.698625, 1.236663, 1.690979], [-0.745388, -1.399957, -4.059089], [-0.527430, -0.944435, 1.475734], [0.747934, 1.162549, -0.462031], [0.219625, 0.726000, 2.477052], [0.665182, 2.369649, 1.640587], [1.847046, 1.208664, 1.820544]],
  "forces_ev_per_angstrom": [[-0.2, 0.1, 2.2], [-2.1, -2.7, -5.0], [2.3, 3.1, 8.4], [-4.4, -7.8, -1.6], [3.7, 6.4, 1.0], [2.9, 2.5, -1.4], [0.4, 0.1, -3.6], [0.2, 0.3, -1.6], [-0.2, -0.4, -0.4], [-0.5, 0.0, 1.3], [-0.8, -1.1, 0.6], [-1.2, -0.6, 0.1]],
  "e_homo_ev": [-5.939, -10.524],
  "s2": 2.02,
  "relative_energy_ev": 1.164,
  "multiplicity": 3
}

***

(4)
{
  "formula": "C11H21P",
  "method": "the ωB97M-V functional and the def2-TZVPD basis",
  "symbols": ["C", "C", "C", "C", "C", "C", "C", "C", "C", "C", "C", "P", "H", "H", "H", "H", "H", "H", "H", "H", "H", "H", "H", "H", "H", "H", "H", "H", "H", "H", "H", "H", "H"],
  "xyz": [[-1.493698, -0.987481, -2.655511], [-0.386547, -1.273102, -2.255854], [-2.826840, -0.665124, -3.109216], [2.082190, -0.764023, 2.049025], [-2.070155, 1.047745, 2.027868], [2.036778, -1.581458, -2.768611], [0.873729, 2.079978, 1.937190], [0.607214, -0.433662, 1.845030], [-1.151116, 1.055240, 0.809494], [0.896344, -1.541935, -1.809331], [0.345746, 0.895222, 1.120173], [1.335292, 0.937131, -0.495739], [-3.126858, 0.313711, -2.729582], [-3.539816, -1.408649, -2.750679], [-2.859145, -0.639953, -4.198579], [2.546687, -0.076558, 2.751336], [2.183519, -1.772670, 2.445599], [2.620578, -0.707841, 1.102653], [-3.089210, 1.267582, 1.717553], [-1.768984, 1.801541, 2.750677], [-2.069490, 0.075776, 2.514903], [1.994347, -0.746705, -3.465895], [1.996698, -2.508144, -3.350974], [2.986870, -1.557463, -2.238496], [1.960344, 2.049592, 1.983604], [0.486214, 2.064619, 2.953479], [0.587320, 3.022513, 1.468735], [0.118939, -0.407883, 2.821979], [0.142151, -1.232251, 1.259417], [-1.452038, 0.251188, 0.130656], [-1.293573, 2.003473, 0.281148], [1.001108, -2.113913, -0.897039], [0.325401, 1.553502, -1.245013]],
  "forces_ev_per_angstrom": [[0.6, -0.3, 0.2], [-1.0, 0.2, -0.3], [-0.2, 0.1, -0.1], [-0.2, 0.0, 0.0], [0.1, -0.1, -0.2], [0.1, 0.0, 0.0], [0.0, -0.1, -0.2], [0.2, 0.1, -0.2], [0.0, 0.0, 0.1], [0.6, 1.1, 1.0], [0.0, -0.1, -0.4], [0.2, -1.0, -0.2], [-0.1, 0.0, 0.0], [-0.1, 0.0, -0.1], [-0.1, 0.0, 0.0], [0.1, 0.1, 0.0], [0.1, 0.0, 0.0], [0.1, -0.1, 0.0], [-0.1, 0.0, 0.0], [0.0, 0.1, 0.1], [0.0, -0.1, 0.1], [0.0, 0.0, 0.0], [0.0, 0.0, 0.0], [0.0, 0.0, 0.0], [0.1, 0.1, 0.1], [-0.1, 0.0, 0.2], [0.0, 0.1, 0.0], [-0.1, 0.0, 0.0], [-0.1, 0.0, 0.1], [0.0, 0.1, -0.1], [0.0, -0.1, -0.1], [0.0, -0.1, 0.0], [-0.2, 0.1, -0.3]],
  "e_homo_ev": [-7.314, -7.450],
  "relative_energy_ev": 0.906
}